Arrangement one

Molecular formula: C4H9N2
Method: DFT, the ωB97M-V functional and the def2-TZVPD basis

The HOMO energy (alpha / beta) is -11.1999 / -15.0222 eV. Its net charge is +1. Its HOMO-LUMO gap (alpha / beta) is 0.26319 / 0.38606 hartree. Its spin multiplicity is 3.

The geometry in XYZ format:
```
15
Properties=species:S:1:pos:R:3:lowdin_charge:R:1
C 0.1059 1.1464 -0.4354 -0.042
C 0.0941 -0.2577 0.2164 -0.163
C 1.3085 0.4949 0.4161 -0.096
C -3.2947 0.1627 -0.6219 0.049
N -0.7960 0.7997 0.5611 0.150
N 2.6544 -0.1725 -0.1029 0.274
H -0.1261 1.5333 -1.3941 0.132
H -0.2136 -1.2563 0.0354 0.142
H 1.6214 0.8512 1.3529 0.133
H -3.5138 -0.7853 -0.1403 -0.009
H -3.1363 1.0212 -0.0219 -0.049
H -2.9259 0.3419 -1.6947 0.019
H 3.3035 0.4657 -0.3424 0.112
H 2.4186 -0.7574 -0.9273 0.189
H 2.9418 -0.7605 0.6462 0.159
```

***

Arrangement two

Molecular formula: C4H9N2
Method: DFT, the ωB97M-V functional and the def2-TZVPD basis

The HOMO energy (alpha / beta) is -7.7588 / -17.8216 eV. Its net charge is +1. Its HOMO-LUMO gap (alpha / beta) is 0.17723 / 0.30546 hartree. Its spin multiplicity is 3.

The geometry in XYZ format:
```
15
Properties=species:S:1:pos:R:3:lowdin_charge:R:1
C -0.7838 -0.3865 1.0520 0.008
C -0.4784 1.1335 1.1143 -0.059
C 1.3768 0.3801 -0.1094 0.017
C 0.0520 -0.2817 -0.2628 -0.414
N 0.1572 1.1720 -0.2488 0.209
N -0.2787 -0.9835 -1.5053 0.130
H -0.3225 -0.8414 1.9504 0.155
H -1.8141 -0.6807 1.0966 0.114
H -1.1883 1.9354 1.3824 0.162
H 0.3894 1.2327 1.7218 0.110
H 2.1445 0.1919 0.6045 0.147
H 1.8394 0.5904 -1.1249 0.146
H -1.3111 -1.1187 -1.6389 0.100
H 0.1569 -1.8964 -1.6773 0.118
H 0.0606 -0.4470 -2.3546 0.058
```

***

Which structure loses on stability? arrangement two does.

***

Arrangement one

Molecular formula: C5H4OS
Method: DFT, the ωB97M-V functional and the def2-TZVPD basis

The HOMO energy is -9.0158 eV. Its HOMO-LUMO gap is 0.30497 hartree. Its SMILES is C=C1C=CC(=O)S1.

The geometry in XYZ format:
```
11
Properties=species:S:1:pos:R:3:lowdin_charge:R:1
C 1.2344 1.3702 -0.9745 0.047
C 0.1132 0.6478 -0.5159 -0.646
C 0.2684 -0.8006 -0.3604 -0.146
C -0.5793 -1.4599 0.4961 0.000
C -1.2945 -0.3534 1.4478 -0.620
O -1.9542 -0.5052 2.4542 0.014
S -0.9172 1.2214 0.6832 1.036
H 1.7891 1.1389 -1.7641 0.001
H 1.3687 2.5041 -0.8725 0.091
H 0.9041 -1.3015 -1.1461 0.133
H -0.9328 -2.4620 0.5521 0.090
```

***

Arrangement two

Molecular formula: C5H4OS
Method: DFT, the ωB97M-V functional and the def2-TZVPD basis

The HOMO energy is -8.3704 eV. Its HOMO-LUMO gap is 0.29585 hartree. Its SMILES is S=c1ccocc1.

The geometry in XYZ format:
```
11
Properties=species:S:1:pos:R:3:lowdin_charge:R:1
S 0.8818 -2.7107 -0.0087 0.662
C 0.3754 -1.1497 0.0194 -0.803
C -0.7157 -0.6403 -0.8291 -0.085
C -1.0118 0.6608 -0.8648 -0.076
O -0.4639 1.6009 -0.0258 0.015
C 0.5109 1.1495 0.7954 -0.078
C 0.9410 -0.1351 0.8827 -0.084
H -1.2670 -1.3756 -1.4354 0.117
H -1.6982 1.0342 -1.5608 0.114
H 0.7167 1.9320 1.5237 0.137
H 1.7309 -0.3661 1.5033 0.081
```

***

Arrangement three

Molecular formula: C5H4OS
Method: DFT, the ωB97M-V functional and the def2-TZVPD basis

The HOMO energy is -9.1139 eV. Its HOMO-LUMO gap is 0.27838 hartree.

The geometry in XYZ format:
```
11
Properties=species:S:1:pos:R:3:lowdin_charge:R:1
C -0.4300 -0.7065 1.1963 -0.314
C 0.1720 -0.0099 0.2543 -0.267
C -0.5894 -0.5824 -1.2675 -0.449
C -1.4000 -1.7685 -1.0271 -0.380
C 0.9978 1.1727 0.1212 -0.068
O -0.5079 0.0748 -2.2238 0.148
S -1.5517 -2.0676 0.5467 0.979
H -0.3321 -0.5447 2.3262 0.097
H 1.5957 1.5596 0.9361 0.085
H 1.7821 1.0214 -0.5770 0.075
H 0.2634 1.8510 -0.2852 0.095
```

***

Which structure loses on stability? arrangement three does.